Here is a structure of composition C36H26BFN14PbSe at a distorted geometry from OMol25. Energies are from ωB97M-V/def2-TZVPD.

The geometry in XYZ format:
```
80
Properties=species:S:1:pos:R:3:mulliken_charge:R:1
Pb -0.36 0.22 -0.25 2.806
C 1.57 -0.51 -4.69 -0.436
C 0.86 -0.05 -3.59 -0.618
N 1.15 -0.47 -2.36 0.466
C 2.16 -1.32 -2.25 -0.261
C 2.86 -1.77 -3.36 -0.431
N 2.57 -1.38 -4.59 -0.551
C 2.44 -1.74 -0.84 0.491
C 3.62 -2.39 -0.49 -0.957
C 3.84 -2.76 0.83 0.392
C 2.82 -2.51 1.74 -0.849
C 1.67 -1.87 1.31 -0.621
N 1.51 -1.45 0.06 0.549
C 0.47 -1.80 2.20 1.117
C 0.57 -1.50 3.55 -0.392
N -0.46 -1.63 4.38 -0.503
C -1.58 -2.11 3.83 -0.446
C -1.69 -2.35 2.47 -0.481
N -0.68 -2.17 1.63 -0.134
C 5.10 -3.44 1.23 0.345
C 6.31 -3.08 0.65 -0.544
C 7.46 -3.73 1.06 -0.456
N 7.49 -4.70 1.97 -0.548
C 6.33 -5.03 2.51 -0.430
C 5.11 -4.44 2.19 -0.545
H 1.31 -0.16 -5.68 0.430
H 0.06 0.67 -3.68 0.542
H 3.68 -2.48 -3.27 0.484
H 4.36 -2.61 -1.24 0.663
H 2.92 -2.82 2.77 0.760
H 1.49 -1.13 3.98 0.476
H -2.42 -2.29 4.49 0.461
H -2.63 -2.68 2.05 0.525
H 6.38 -2.28 -0.07 0.481
H 8.42 -3.45 0.63 0.380
H 6.35 -5.82 3.25 0.386
H 4.20 -4.78 2.66 0.472
Se 1.19 4.86 6.14 0.348
N -0.15 3.74 5.77 -0.839
C 0.13 3.19 4.61 0.761
C -0.74 2.21 3.96 0.766
C -1.95 1.78 4.51 -0.832
C -2.72 0.87 3.81 -1.285
C -2.25 0.39 2.59 -0.999
N -1.09 0.78 2.08 1.282
C -0.35 1.68 2.74 -0.572
C 0.91 2.11 2.09 -0.203
N 1.20 1.57 0.91 0.059
C 2.29 1.94 0.25 -0.225
C 3.18 2.87 0.78 -1.216
C 2.90 3.42 2.01 -0.612
C 1.74 3.05 2.69 0.518
C 1.35 3.61 3.99 0.663
N 2.07 4.49 4.63 -0.855
H -2.27 2.18 5.46 0.616
H -3.67 0.53 4.20 0.614
H -2.84 -0.30 2.00 0.775
H 2.45 1.49 -0.72 0.530
H 4.07 3.14 0.23 0.512
H 3.56 4.16 2.46 0.599
B -3.96 0.11 -1.88 -0.310
N -3.72 1.16 -0.87 -0.008
C -4.67 2.08 -0.51 -0.377
C -4.06 3.08 0.19 -1.143
C -2.71 2.70 0.24 -0.622
N -2.51 1.56 -0.40 0.356
N -2.93 -0.92 -2.18 0.072
C -3.04 -1.80 -3.21 -0.234
C -2.02 -2.71 -3.14 -1.387
C -1.29 -2.31 -2.01 -0.351
N -1.84 -1.26 -1.44 0.182
H -5.09 -0.39 -1.71 -0.067
H -4.34 0.64 -2.96 -0.061
H -5.69 1.94 -0.83 0.468
H -4.52 3.96 0.61 0.464
H -1.88 3.23 0.67 0.656
H -3.87 -1.72 -3.89 0.495
H -1.83 -3.55 -3.78 0.484
H -0.41 -2.76 -1.57 0.652
F -0.02 1.71 -1.58 -0.700
```

Results
**Total energy**: -132588.1287 eV
**Net charge**: +2
**Frontier orbital gap**: 3.8 eV